Molecular formula: C40H61N6O4P2Ti
Method: DFT, ωB97M-V/def2-TZVPD

## Properties
Frontier orbital gap ... 7.00 eV
Energy above the lowest of the compared OMol25 structures with the same formula, charge and spin ... 0.173 eV
Net charge ... -1
HOMO ... -4.41 eV
LUMO level ... 2.60 eV

Each line ends with the Mulliken charge.
Geometry (Å):
Ti  8.48508  -13.29297  -7.63418  -2.11
P  8.82613  -14.05177  -5.07358  1.14
P  11.43076  -16.24054  -8.07590  1.29
O  7.99864  -11.68727  -6.58430  0.34
O  7.30438  -9.55568  -6.32521  -0.82
O  9.20476  -13.89100  -9.65667  0.15
O  9.85738  -13.26780  -11.75527  -0.85
N  6.97242  -13.85169  -8.15685  1.26
N  10.77104  -13.41382  -7.15943  2.09
N  10.87637  -9.14186  -7.40721  -0.43
N  8.56509  -11.48406  -8.99001  1.39
N  13.02558  -8.28440  -7.48138  0.10
N  12.39263  -9.22748  -5.42522  0.37
C  12.68000  -12.27525  -10.07028  -0.51
C  12.14978  -14.72650  -8.81990  1.63
C  11.95603  -12.29383  -8.90897  -0.44
C  11.99933  -8.86352  -6.77994  0.42
C  12.67876  -13.70656  -5.68275  -0.26
C  11.47459  -10.08327  -4.81159  -1.10
C  8.06517  -10.34777  -8.48494  -0.08
C  7.85398  -16.55144  -5.51018  -1.19
C  12.96371  -14.64779  -9.92533  -0.17
C  10.49489  -13.66005  -4.72060  0.85
C  10.27910  -16.85115  -9.42681  2.78
C  8.03523  -9.20020  -9.24641  -0.68
C  13.23373  -13.42408  -10.54637  -1.08
C  13.64555  -17.41157  -6.56911  -1.61
C  12.45336  -13.69009  -3.29217  -1.20
C  8.39795  -9.31552  -10.57788  -0.79
C  9.44429  -13.09139  -10.58710  0.13
C  7.61047  -13.35655  -3.82220  0.25
C  4.58613  -13.60877  -8.28116  -1.65
C  11.07060  -13.64144  -3.41487  -1.23
C  5.61131  -15.86274  -8.56437  -1.67
C  14.00421  -17.61850  -8.97502  -2.17
C  14.39875  -8.72256  -7.34941  -1.05
C  7.75036  -10.50286  -6.97999  0.20
C  12.68424  -7.85966  -8.84359  -1.19
C  7.83263  -11.88457  -3.37460  -1.45
C  13.26122  -13.73442  -4.41551  -1.10
C  11.29409  -13.61440  -5.92114  -0.32
C  6.20564  -13.46129  -4.40260  -1.49
C  5.80148  -14.40005  -8.80629  1.66
C  11.68220  -13.51200  -8.25067  -2.55
C  8.74837  -15.85127  -4.51750  0.17
C  9.00490  -11.65065  -10.21862  0.44
C  8.89318  -10.55444  -11.10449  -1.08
C  10.14575  -16.49622  -4.27046  -1.32
C  10.62283  -16.66834  -10.86398  -1.60
C  12.89210  -17.41772  -7.93799  0.65
C  9.91412  -18.33392  -9.15711  -1.93
C  12.79223  -8.10086  -4.60687  -1.34
C  5.93097  -14.05345  -10.32809  -1.43
H  14.30207  -13.70536  -4.43641  0.61
H  9.49420  -16.24153  -9.08822  -1.66
H  7.10164  -11.50601  -2.64763  0.51
H  13.55255  -8.44057  -3.88612  0.34
H  11.50025  -11.38292  -8.48110  0.33
H  8.29625  -8.41624  -11.18549  0.39
H  8.29282  -16.32182  -6.46242  0.02
H  14.26030  -18.32417  -6.49364  0.50
H  5.37124  -16.01336  -7.54024  0.34
H  12.33021  -18.33552  -8.05651  0.24
H  12.97436  -17.40421  -5.78048  0.30
H  7.64645  -14.03752  -2.95681  0.81
H  13.62605  -17.88632  -9.96317  0.33
H  13.30623  -13.68518  -6.61172  0.41
H  12.00021  -7.73579  -4.03267  0.43
H  14.64686  -18.42518  -8.69733  0.48
H  9.03439  -10.80078  -12.13491  0.61
H  12.79634  -11.36458  -10.63078  0.42
H  6.85306  -16.14612  -5.47404  0.15
H  10.23526  -9.49640  -6.70384  0.06
H  9.56717  -18.54225  -8.11430  0.25
H  12.88477  -13.72405  -2.26755  0.22
H  11.35152  -10.96544  -5.41335  -0.01
H  10.98916  -16.20949  -4.94488  -0.10
H  5.91336  -14.49578  -4.20556  0.33
H  14.67072  -16.85856  -9.12753  0.56
H  10.48042  -9.54742  -4.63943  0.33
H  11.62492  -7.66637  -8.95541  0.43
H  8.86038  -11.87148  -2.89516  0.18
H  6.84040  -14.45986  -10.86185  0.07
H  5.09423  -14.42049  -10.81601  0.71
H  9.09798  -18.50384  -9.85348  0.61
H  14.36552  -16.58014  -6.51186  0.34
H  9.79313  -17.08928  -11.46352  0.46
H  6.24238  -13.35324  -5.49169  0.15
H  13.73216  -13.47158  -11.51668  0.28
H  6.43670  -16.49613  -8.79550  0.16
H  9.97724  -17.56553  -4.40270  0.57
H  4.75927  -16.18242  -9.14327  0.47
H  11.88739  -10.31379  -3.85388  0.59
H  3.67241  -13.73629  -8.92360  0.39
H  13.23739  -6.97802  -9.09458  0.38
H  15.11200  -7.99549  -7.84940  0.35
H  4.24519  -13.90329  -7.29837  0.35
H  14.76466  -8.93326  -6.33201  0.32
H  10.42834  -13.64220  -2.51493  0.42
H  10.68892  -15.63416  -11.07418  0.26
H  7.80284  -11.16254  -4.14085  0.15
H  13.18432  -7.24336  -5.18509  0.40
H  7.90582  -17.62143  -5.38629  0.54
H  8.18736  -15.81083  -3.61514  0.56
H  10.41463  -16.32091  -3.24505  0.42
H  13.06692  -8.51407  -9.62389  0.34
H  14.59115  -9.63272  -7.85418  0.30
H  13.42573  -15.52365  -10.37523  0.20
H  5.99169  -12.94017  -10.40025  0.20
H  7.72352  -8.24202  -8.82759  0.50
H  5.43654  -12.81797  -3.92914  0.40
H  10.70769  -18.97378  -9.54947  0.45
H  4.74378  -12.53279  -8.15036  0.29
H  11.54895  -17.15230  -11.17769  0.16